{
  "formula": "C45H44ClFN9O8PbS2",
  "method": "wB97M-V/def2-TZVPD",
  "symbols": ["N", "O", "H", "H", "C", "C", "C", "C", "H", "C", "C", "F", "H", "C", "C", "C", "H", "H", "H", "C", "C", "H", "N", "C", "C", "H", "H", "H", "H", "H", "C", "S", "C", "H", "N", "C", "H", "C", "N", "C", "C", "O", "H", "C", "H", "H", "C", "Pb", "H", "H", "H", "H", "C", "H", "C", "C", "H", "O", "C", "H", "C", "C", "H", "O", "H", "H", "C", "Cl", "S", "C", "H", "C", "O", "C", "O", "C", "N", "C", "H", "N", "C", "H", "C", "C", "N", "H", "C", "H", "C", "C", "N", "O", "H", "H", "H", "C", "C", "H", "H", "C", "H", "C", "H", "O", "C", "H", "H", "C", "N", "H", "H"],
  "xyz": [[-1.852, 2.890, 4.542], [0.010, 4.169, 1.196], [-4.363, 3.950, 6.617], [3.208, 0.870, -5.653], [-1.134, 0.649, 4.110], [-0.874, 0.979, 2.705], [4.030, 5.364, -4.402], [-1.131, -0.974, 5.868], [-2.587, 2.438, 0.490], [3.020, 1.668, -2.491], [-3.283, 1.719, 0.088], [-0.832, -2.230, 6.272], [1.140, 2.605, -2.008], [2.429, 3.886, -3.144], [-1.675, -0.055, 6.779], [-2.945, -1.588, -1.361], [-2.403, 0.758, 11.204], [5.578, 2.866, 1.484], [-1.706, 1.331, -5.312], [-4.637, 1.991, 0.011], [4.565, 2.499, 1.594], [1.734, -4.266, -1.365], [-1.995, -0.377, 8.125], [-1.652, 1.595, 4.997], [-2.530, 3.873, 5.352], [3.151, 5.846, -4.828], [3.548, 1.307, -7.334], [1.713, 4.700, -3.164], [1.948, 2.420, 3.704], [-3.122, -2.746, 10.139], [0.452, 0.330, -6.294], [2.663, 0.156, -1.655], [1.760, -0.438, -8.142], [2.417, 2.266, -6.350], [1.981, 1.557, 1.846], [0.724, -1.280, -8.517], [2.667, -0.412, -8.732], [-3.547, 4.752, 4.702], [-3.529, -0.661, 10.105], [-1.609, 0.549, 9.180], [-2.579, -1.815, 9.996], [-0.248, 2.267, 0.079], [-0.476, -1.375, 3.882], [-0.301, 2.994, 1.146], [4.448, 6.044, -3.657], [-2.393, 1.952, 6.973], [3.670, 4.053, -3.756], [-0.238, 0.118, -0.435], [-0.694, 0.207, 9.679], [-1.336, 4.302, 3.107], [-0.822, 2.491, -4.269], [-5.029, 2.924, 0.391], [-3.989, 3.672, 5.641], [-0.920, -2.155, 8.665], [-3.550, -0.338, -0.906], [2.675, 1.313, 0.736], [-5.528, -0.891, -1.511], [-0.695, 1.077, -2.318], [-1.937, -1.760, 8.599], [-3.569, -2.336, -1.843], [2.096, 2.707, -2.501], [-0.864, 1.467, -4.633], [4.263, 3.332, 3.568], [1.570, -0.529, -2.329], [0.400, -4.564, -2.431], [5.546, 3.113, -4.201], [-1.068, 0.525, -3.443], [0.907, -2.287, -9.930], [0.790, -2.250, 0.249], [-5.469, 1.044, -0.566], [-6.534, 1.218, -0.644], [-0.844, 2.376, 2.414], [-1.546, -0.576, -3.624], [-1.343, 3.244, 3.334], [3.906, -0.550, -1.523], [1.643, 0.372, -7.024], [2.021, 0.531, -0.216], [0.098, -3.108, -1.071], [-3.602, 5.780, 5.031], [-1.093, -2.879, -1.570], [-1.948, 1.221, 6.311], [-4.462, 2.799, 5.210], [-0.571, -0.534, -6.651], [-4.917, -0.131, -1.042], [0.757, -4.163, -1.579], [-1.848, -1.713, 10.795], [3.846, 2.756, 2.755], [-3.456, 1.439, 9.952], [2.563, 2.256, 2.823], [-2.765, 0.632, 10.185], [-1.708, -1.779, -1.182], [0.382, 1.211, -5.250], [-1.458, -0.616, -6.039], [-1.406, 1.535, 8.777], [-4.167, -0.762, 10.892], [-0.887, -0.644, 4.567], [4.579, 3.000, -3.727], [4.961, 0.982, -3.064], [4.773, 5.230, -5.187], [4.261, 1.806, -3.099], [4.549, 1.514, -0.311], [3.991, 1.773, 0.576], [-4.073, -0.639, 9.239], [-0.711, 0.047, 1.905], [-0.435, -1.342, -7.774], [-1.913, 4.313, 6.127], [-1.229, -2.017, -8.063], [2.770, 1.259, -6.574], [-2.757, 0.572, -0.338], [-2.496, -2.388, 7.910], [-3.740, 4.614, 3.647]],
  "atomic_forces_ev_per_a": [[0.0, 0.0, 0.0], [-0.1, 0.1, -0.1], [0.0, 0.0, 0.0], [0.0, 0.0, 0.0], [0.0, -0.1, 0.0], [-0.1, 0.0, 0.1], [0.0, 0.0, 0.1], [0.0, 0.0, 0.0], [0.0, 0.0, 0.0], [0.0, 0.1, 0.0], [0.0, -0.1, 0.0], [0.0, 0.0, 0.0], [0.0, 0.0, 0.0], [0.0, 0.0, 0.0], [-0.1, 0.0, 0.0], [-0.3, -0.2, 0.0], [-0.1, -0.1, 0.0], [0.0, 0.0, 0.0], [0.1, 0.1, -0.1], [0.0, 0.0, 0.0], [0.1, 0.0, 0.0], [0.0, 0.0, 0.0], [0.0, 0.0, 0.0], [0.0, 0.1, 0.0], [0.2, 0.0, 0.1], [0.0, 0.0, 0.0], [0.0, 0.0, 0.0], [0.0, 0.0, 0.0], [0.0, 0.0, 0.0], [-0.1, 0.0, 0.0], [-0.1, 0.0, -0.1], [0.1, -0.3, 0.1], [0.0, 0.0, 0.0], [0.0, 0.0, 0.0], [0.0, -0.1, 0.2], [0.1, 0.0, 0.0], [0.0, 0.0, 0.0], [-0.1, 0.1, -0.1], [0.1, 0.0, 0.0], [0.1, -0.1, 0.0], [0.1, -0.1, -0.1], [-0.3, 0.0, 0.0], [0.0, 0.0, 0.0], [0.1, -0.1, -0.1], [0.0, 0.0, 0.0], [0.0, 0.0, 0.0], [0.0, 0.1, -0.1], [0.3, -0.6, 0.0], [0.0, 0.0, 0.0], [-0.1, 0.0, 0.0], [0.0, 0.0, -0.1], [0.0, 0.0, 0.0], [-0.1, -0.1, 0.0], [0.0, 0.0, 0.0], [0.0, -0.1, 0.0], [0.0, -0.2, -0.1], [0.0, 0.0, 0.0], [0.0, -0.1, 0.3], [-0.1, 0.1, -0.1], [0.0, 0.0, 0.0], [0.1, -0.1, 0.0], [0.0, 0.1, 0.2], [0.0, 0.0, 0.0], [0.0, 0.1, 0.0], [0.0, 0.0, 0.0], [0.0, 0.0, 0.0], [0.0, 0.0, -0.3], [0.0, 0.0, 0.0], [0.0, 0.5, 0.2], [0.0, 0.0, 0.0], [0.0, 0.0, 0.0], [0.0, 0.1, 0.0], [0.1, 0.0, 0.2], [0.0, 0.0, 0.0], [0.1, 0.0, 0.0], [0.2, 0.0, 0.0], [-0.3, 0.5, -0.3], [-0.4, 0.0, 0.2], [0.0, 0.0, 0.0], [-0.3, -0.3, -0.7], [0.0, 0.1, 0.1], [0.0, 0.0, 0.0], [-0.1, -0.1, 0.0], [-0.1, 0.0, 0.0], [0.2, 0.0, 0.1], [0.0, 0.1, 0.0], [-0.1, 0.1, 0.0], [-0.1, 0.0, 0.0], [-0.1, 0.0, -0.2], [0.1, 0.2, 0.0], [0.5, 0.5, 0.7], [0.0, 0.0, 0.0], [0.0, 0.0, 0.0], [0.0, 0.0, 0.0], [0.0, 0.0, 0.0], [0.0, 0.0, -0.1], [0.0, 0.0, 0.0], [0.0, 0.0, 0.0], [0.0, 0.0, 0.0], [-0.1, 0.0, 0.0], [0.0, 0.1, 0.1], [0.1, -0.1, -0.1], [-0.1, 0.0, 0.0], [0.0, -0.3, -0.2], [0.0, 0.0, 0.0], [0.0, 0.0, 0.0], [0.0, 0.0, 0.0], [-0.1, 0.0, 0.0], [0.2, 0.3, 0.1], [0.0, 0.0, 0.0], [0.0, -0.1, 0.0]],
  "de_lowest_ev": 1.3608,
  "max_force_ha_per_bohr": 0.0192,
  "homo_energy_ev": -8.77,
  "charge": 1
}